1.
Below is a cluster of 2 separate species, C35H38F6N3 in total, with properties calculated with ωB97M-V with the def2-TZVPD basis set.

```
82
Properties=species:S:1:pos:R:3:forces:R:3:mulliken_charge:R:1
C 3.70956 0.93783 -0.61359 0.3 -0.2 -0.1 1.58
H 6.95438 1.41975 -1.02096 -0.1 0.2 0.3 0.36
H -0.20303 0.89755 2.22229 0.1 -0.1 -0.1 0.89
F 4.59531 3.53798 -1.82189 1.1 -0.2 0.1 -0.27
F -6.85048 2.90263 -2.42949 1.2 0.4 -0.7 -0.24
H 0.58330 -3.11765 3.20873 0.3 0.1 0.3 0.36
N 4.94732 0.93962 -1.20344 0.2 0.7 1.0 0.78
H -2.31506 1.89238 -2.79239 0.1 0.0 0.3 0.34
C -1.60923 0.17570 4.30805 0.1 -0.1 0.0 0.30
C -7.78492 -0.75740 -0.85694 0.2 -0.2 0.1 -0.90
C 2.51410 -2.22213 2.84757 -0.4 0.2 0.1 0.27
H 2.01707 1.97763 2.15799 0.1 -0.3 -0.2 0.46
H 7.06314 -3.09887 -1.42255 0.0 0.2 -0.3 0.39
N -4.78490 1.11348 -1.97634 0.9 0.5 -0.7 0.68
C -3.64487 1.17491 -1.22032 -0.2 -0.4 -0.3 1.45
H -2.48936 -0.26708 6.23468 -0.1 0.0 -0.1 0.42
H 2.60287 -4.39496 2.96761 0.1 0.1 0.0 0.35
C 5.98616 1.89965 -0.84859 -0.1 -0.2 0.0 -1.00
H 3.32670 -3.56935 4.34971 0.0 0.0 -0.2 0.35
H -0.29141 1.68444 -1.44065 -0.3 0.0 0.1 0.65
F -5.74828 3.95903 -4.03422 0.3 -1.0 1.0 -0.27
C 1.17784 0.77748 0.56388 -0.5 -0.3 0.3 0.71
H 2.89054 -0.34318 -2.16307 0.0 0.1 0.2 0.54
H -3.38734 -0.93223 4.86227 0.0 0.1 0.0 0.35
C 2.22701 1.47438 1.21128 0.1 0.1 -0.2 -1.11
C 5.22591 -0.23551 -3.31123 0.1 -0.1 0.5 0.06
H -6.90884 1.18480 -0.39268 -0.1 -0.3 -0.3 0.46
N 0.26626 -1.03612 3.14666 0.1 -0.7 0.5 -0.10
C -1.30595 0.97667 0.36348 0.4 -0.1 -0.2 1.12
H 5.59121 -1.35376 -5.09878 0.1 -0.1 0.2 0.40
H 3.08262 -1.36153 3.22213 0.0 -0.1 -0.2 0.23
H -1.49376 -1.94601 3.88135 0.1 0.3 0.3 0.38
C 5.88081 3.05385 -1.80770 -0.4 1.0 -1.4 0.98
H -3.95408 2.03083 -3.71915 -0.3 -0.1 -0.1 0.36
C 3.44895 1.63263 0.59047 -0.3 0.0 0.1 -1.09
C 1.12631 -2.18806 3.47062 0.2 -0.2 -0.1 -0.99
C 2.69111 0.17702 -1.22991 -0.5 -0.1 0.1 -0.36
H 0.61113 -0.32380 -1.22670 0.3 -0.2 0.3 0.77
C 6.56139 -2.29542 -1.96021 0.0 0.0 0.0 -0.77
H 5.88623 2.27381 0.17363 0.3 -0.1 -0.2 0.41
C -3.72944 0.80128 0.13958 0.4 -0.1 0.5 -1.14
F 6.13983 2.61687 -3.08842 -0.1 0.6 1.2 -0.24
H 4.21519 2.26499 1.03236 -0.3 -0.2 0.0 0.29
C 1.43186 0.14064 -0.67947 0.2 0.4 0.0 -1.39
H -2.69289 0.62806 1.99310 -0.1 -0.2 -0.6 0.43
H -8.68247 -0.58141 -0.26530 0.3 -0.2 -0.1 0.38
C -6.82162 0.24204 -0.94014 0.5 0.1 -0.4 0.05
C -0.82139 -1.10094 4.13807 -0.1 -0.2 0.0 -0.74
H 1.26470 -2.16963 4.56078 0.0 -0.2 -0.3 0.35
C 6.34790 -2.37080 -3.33865 0.0 0.0 -0.1 -0.42
H -5.58056 1.24050 -3.89622 0.4 0.2 -0.1 0.38
H -4.69570 0.55061 0.57389 0.3 0.2 -0.1 0.52
H -4.68115 -1.22502 -3.15595 -0.3 -0.1 0.2 0.42
H 4.71875 0.59749 -3.79668 0.1 -0.3 0.0 0.49
C -1.25120 1.41482 -1.00317 -0.3 -0.1 0.0 -0.81
F -4.88903 3.81795 -1.99469 -0.7 -0.4 -1.0 -0.27
C -5.70596 0.05870 -1.77217 -1.5 -1.0 0.3 -0.68
F 6.71993 4.09259 -1.54783 -0.8 -1.1 -0.1 -0.27
H -0.35777 -1.32286 5.11446 -0.3 0.0 -0.4 0.44
C -6.47624 -2.15847 -2.34254 -0.1 0.0 0.0 -0.78
C -5.59890 3.13739 -2.95954 -0.9 1.3 0.9 0.97
H 2.43918 -2.12780 1.75685 0.1 -0.1 0.1 0.13
C -7.59046 -1.97218 -1.52045 0.0 0.1 -0.1 -0.35
C 3.19607 -3.52254 3.26092 0.1 0.0 0.0 -1.44
C -2.80649 -0.07010 5.20553 -0.2 0.2 0.2 -1.61
H -0.95085 0.93891 4.73589 -0.1 0.0 -0.1 0.31
H -3.45837 0.80464 5.21375 -0.1 -0.1 0.1 0.43
C -4.91915 1.82619 -3.24933 0.0 -0.3 0.2 -0.98
C 6.13017 -1.18157 -1.25069 -0.6 0.4 -0.3 -0.03
H -1.93712 0.53179 3.33578 0.1 0.1 0.4 -0.41
C 5.71727 -1.32677 -4.01955 -0.1 -0.1 0.2 -0.86
C -2.39145 1.54609 -1.76648 0.4 0.1 0.5 -1.34
H 6.68484 -3.25035 -3.89042 -0.1 0.3 0.2 0.39
C -0.12998 0.79875 1.14679 -0.1 1.8 -1.4 -0.75
H -6.32090 -3.09604 -2.87555 -0.1 0.2 0.2 0.39
H -8.31450 -2.77683 -1.39896 0.1 0.2 -0.1 0.40
H 6.31418 -1.05169 -0.18207 -0.1 -0.2 -0.3 0.46
H 4.18109 -3.60371 2.80195 0.0 -0.1 0.0 0.40
C 5.40572 -0.18717 -1.92413 0.5 -0.8 -1.0 -0.80
H -0.15022 -1.25087 2.23430 0.2 0.1 0.3 0.20
C -5.54973 -1.13682 -2.49707 0.2 0.7 0.4 0.01
C -2.59886 0.78229 0.91987 -0.3 0.0 -0.1 -0.76
```
Positions in Å, forces in eV/Å.

Summary:
- HOMO (eV) = -10.8
- charge = +1
- maximum force (eV Å⁻¹) = 2.28
- Kohn-Sham gap (eV) = 6.181

---

2.
Below is a structure of composition C35H38FeN4, with properties calculated with ωB97M-V with the def2-TZVPD basis set.

```
78
Properties=species:S:1:pos:R:3:forces:R:3:lowdin_spin:R:1
C -3.71907 1.07378 -1.05012 0.0 -0.1 -0.3 0.01
C 3.11968 -1.02558 -0.27157 0.0 0.2 0.1 0.01
H 3.73722 0.85429 4.16107 -0.1 0.1 -0.1 0.00
C 0.84583 -0.75832 -1.58951 0.7 -1.7 0.4 0.01
C 0.79038 2.74765 2.61706 0.6 -0.1 0.2 0.00
C 2.92378 1.41505 3.69806 -0.5 0.7 -0.4 0.00
C -3.26210 1.72733 -2.20167 -0.5 -0.2 0.0 0.00
H 4.20825 1.29679 1.34139 0.2 0.4 -0.3 0.01
C -4.81076 0.18893 -1.06543 0.5 0.3 -0.5 0.01
H -6.31884 -0.69283 -2.31998 0.3 0.2 -0.1 0.06
H -1.11758 2.07793 -2.15371 -0.4 0.2 0.1 0.00
H -5.89922 -1.39612 -0.17342 0.1 0.2 0.1 0.03
C 1.37628 -0.21638 -2.87793 0.1 0.2 0.0 0.01
C -1.56037 -1.34633 -2.42811 -0.1 0.2 0.1 0.02
H 6.48954 2.26579 1.40847 -0.2 0.1 -0.3 0.00
H -3.62975 2.03037 -4.29968 -0.1 -0.2 0.2 0.03
H -1.49243 -0.50979 -3.13471 -0.1 -0.2 0.1 0.00
Fe 0.03479 0.05757 0.02803 -0.9 0.7 0.2 1.72
C -2.07055 2.63397 -2.15071 0.4 0.4 -0.5 0.01
H 3.06570 4.08043 -1.74498 0.3 0.0 0.2 0.01
H 3.40494 -0.82143 0.77025 0.0 0.0 -0.2 0.00
C -0.08837 0.45624 1.97348 0.1 0.9 0.5 -0.02
H 3.57199 -1.99128 -0.55172 0.0 0.2 0.0 0.00
N 1.94918 0.68888 3.13279 0.7 0.5 0.8 0.00
H -1.46334 -2.28217 -3.00303 0.0 0.2 0.1 0.01
H 0.39812 -2.75402 2.39518 0.2 0.1 0.0 0.00
H 1.80368 4.59196 3.11157 0.1 -0.3 0.0 0.00
C -5.46856 -0.00569 -2.28750 0.1 0.3 0.3 0.12
H 3.55509 -0.25097 -0.91369 0.0 -0.1 0.2 0.00
C 0.77052 -1.73422 0.53846 0.0 -1.1 -1.4 -0.02
C 0.90809 1.34129 2.60532 -0.6 -0.2 -0.3 0.00
H -2.56269 -1.32965 -1.98249 0.1 0.0 -0.2 0.00
H 3.78607 3.34412 4.11562 -0.2 0.0 -0.1 0.00
C -5.05442 0.64571 -3.45040 0.1 0.0 -0.1 0.02
H 1.73166 -1.56407 2.46002 -0.2 -0.3 -0.2 0.00
C 5.13180 4.20608 -1.06824 -1.3 -0.1 -0.4 0.04
H 1.82884 -1.01765 -3.48420 -0.1 0.2 0.1 0.00
C -0.54669 -1.85092 -0.05634 0.8 -1.7 -1.0 0.03
N -2.94170 1.23244 0.13942 0.0 0.3 0.5 0.02
C 1.63380 -1.09193 -0.40934 0.2 -1.8 -1.2 0.05
C -5.80452 0.46412 -4.74042 -0.1 -0.1 -0.1 0.30
H 5.39825 5.00772 -1.76576 -0.1 -0.2 0.2 0.00
C -3.95555 1.50994 -3.39702 -0.1 0.0 0.5 0.05
H 1.96141 -3.13697 1.64043 -0.2 0.1 0.0 0.00
H 7.10995 4.09776 -0.18692 -0.3 -0.1 0.0 0.02
H -1.56163 -3.72137 0.26521 -0.1 0.2 0.1 0.01
N -1.29887 1.11493 1.54856 -2.0 0.7 -0.1 0.03
H -2.64571 -2.32934 0.06572 0.2 -0.1 0.2 0.00
C 3.49191 2.64043 -0.19840 -1.8 -0.7 -0.1 0.16
H 2.14660 0.54731 -2.70338 -0.2 -0.1 0.0 0.00
C 2.20190 2.07170 -0.23427 0.0 0.0 0.2 0.13
H -0.27346 -0.44335 2.57873 -0.2 0.4 -0.1 0.00
H -6.52933 1.27388 -4.90422 0.1 -0.1 0.1 0.06
C -5.25664 -0.56680 0.14911 -0.4 -0.4 0.2 0.07
C 5.75646 2.66307 0.69829 -1.1 -0.8 0.2 0.05
C -1.68703 -2.64915 0.49896 0.0 0.1 0.1 0.02
C 1.23998 -2.32843 1.83610 0.0 0.2 0.0 0.00
C 6.09476 3.69478 -0.18727 1.2 0.6 0.0 0.21
H -2.07307 3.27643 -3.03998 0.0 -0.1 0.1 0.01
C -2.41676 1.49289 2.27662 0.0 -0.2 -0.2 0.00
C 2.93512 2.81862 3.68899 0.1 -0.5 0.2 0.00
H -5.85112 0.05888 0.82978 0.1 -0.1 -0.1 0.02
H -5.11784 0.46771 -5.59382 -0.1 0.0 0.1 0.04
N 1.14642 1.55064 -0.17580 2.8 3.3 -0.5 0.19
C 1.84802 3.50008 3.13273 -0.5 -0.5 -0.1 0.00
H -6.35949 -0.47918 -4.73752 0.0 0.1 -0.1 0.07
C 3.83444 3.69723 -1.06795 1.0 1.2 -0.9 0.12
H -2.06996 3.28684 -1.26793 0.0 -0.2 -0.1 0.00
H 0.57058 0.23454 -3.47249 0.2 0.0 0.1 0.00
H -0.11495 3.19317 2.20699 0.4 0.0 0.0 0.00
H -2.37849 1.66834 3.33529 -0.1 0.0 0.1 0.00
H -4.43714 -1.01041 0.73039 0.0 0.3 -0.2 0.00
C 4.47465 2.12442 0.67485 1.5 -0.4 1.0 0.11
C -3.43536 1.57520 1.39877 -0.3 0.1 0.1 0.03
C -0.49735 -1.25133 -1.37744 0.6 -1.4 0.5 0.01
H -4.45732 1.86999 1.54731 -0.1 0.0 0.0 0.01
H -1.74569 -2.55359 1.59393 -0.1 0.0 -0.2 0.00
C -1.61485 0.99971 0.20335 -1.0 0.6 1.9 0.04
```
Positions in Å, forces in eV/Å.

Summary:
- 2S+1 = 5
- HOMO (alpha / beta) (eV) = 2.5 / -2.2
- energy above the lowest of the compared OMol25 structures with the same formula, charge and spin (kcal per mole) = 0.0
- charge = -2
- maximum force (eV Å⁻¹) = 4.37
- <S²> = 6.05
- Kohn-Sham gap (alpha / beta) (eV) = 2.051 / 6.765